(1)
# C42H96FN3O15

A 13-piece molecular cluster, C42H96FN3O15 overall at a distorted geometry (ωB97M-V/def2-TZVPD, the Open Molecules 2025 dataset).

- HOMO level: -0.3229 Ha

Structure (XYZ):
```
157
C42H96FN3O15 (ωB97M-V/def2-TZVPD)
C -3.331 3.640 -3.904
O -4.137 2.509 -4.223
C -3.523 1.275 -3.749
C -4.391 0.781 -2.532
C -4.171 -0.784 -2.200
C -4.582 -0.995 -0.684
C -3.860 -2.189 0.047
C -2.307 -2.225 -0.207
C -1.833 -3.240 -0.975
C -0.347 -3.373 -1.333
O 0.103 -4.361 -1.880
C 0.580 -2.185 -0.914
C 1.948 -2.258 -1.425
C 2.902 -1.221 -1.054
C 2.439 -0.144 -0.176
F 3.412 0.775 0.166
C 1.051 -0.028 0.319
C 0.736 1.192 1.233
C 0.577 2.563 0.421
N -0.450 2.476 -0.659
N 1.870 3.114 -0.025
N 0.064 3.548 1.418
C 0.082 -1.073 -0.052
C -1.401 -1.090 0.392
O -1.969 -0.310 1.127
H -2.515 3.772 -4.681
H -3.941 4.587 -3.955
H -2.902 3.601 -2.862
H -2.494 1.549 -3.398
H -3.498 0.514 -4.574
H -4.056 1.368 -1.628
H -5.480 0.995 -2.674
H -3.089 -0.977 -2.423
H -4.800 -1.349 -2.935
H -5.687 -1.246 -0.682
H -4.488 -0.059 -0.073
H -4.001 -2.101 1.159
H -4.298 -3.183 -0.255
H -2.527 -4.016 -1.392
H 2.232 -3.112 -2.088
H 3.945 -1.297 -1.438
H 1.657 1.352 1.869
H -0.106 1.049 1.951
H -0.007 2.509 -1.589
H -0.946 3.375 -0.617
H 1.968 3.097 -1.038
H 1.972 4.092 0.255
H 0.019 4.482 1.009
H -0.832 3.247 1.800
C -6.617 2.464 0.001
C -7.621 1.340 -0.145
O -8.042 0.889 1.143
H -5.747 2.130 0.573
H -6.284 2.812 -0.979
H -7.054 3.307 0.544
H -7.173 0.498 -0.670
H -8.501 1.669 -0.707
H -8.444 1.639 1.598
C -10.401 -2.656 1.363
C -9.023 -2.440 0.770
O -9.047 -1.376 -0.174
H -11.125 -2.886 0.577
H -10.391 -3.475 2.083
H -10.753 -1.750 1.865
H -8.686 -3.339 0.251
H -8.298 -2.198 1.553
H -9.335 -0.581 0.293
C 4.560 6.632 -2.489
C 3.539 6.269 -1.429
O 3.203 4.886 -1.519
H 4.171 6.417 -3.485
H 4.820 7.692 -2.433
H 5.470 6.040 -2.367
H 2.623 6.845 -1.566
H 3.929 6.472 -0.426
H 4.015 4.380 -1.388
C 8.256 3.774 -2.368
C 7.255 3.268 -3.387
O 6.638 4.361 -4.065
H 7.766 4.422 -1.638
H 8.728 2.943 -1.840
H 9.035 4.370 -2.852
H 6.469 2.692 -2.897
H 7.744 2.626 -4.127
H 7.335 4.862 -4.504
C -11.499 2.180 -2.855
C -11.504 3.668 -2.558
O -10.189 4.199 -2.689
H -10.825 1.657 -2.174
H -12.501 1.757 -2.753
H -11.140 1.990 -3.870
H -11.842 3.854 -1.538
H -12.169 4.201 -3.245
H -9.900 4.039 -3.595
C -1.377 -4.339 -5.914
C -2.264 -3.958 -4.745
O -2.881 -2.695 -4.983
H -0.607 -3.582 -6.072
H -0.894 -5.303 -5.740
H -1.960 -4.400 -6.838
H -1.676 -3.877 -3.831
H -3.047 -4.708 -4.587
H -3.408 -2.775 -5.788
C -7.797 -5.753 5.045
C -7.954 -5.025 3.724
O -8.856 -3.932 3.862
H -8.762 -6.123 5.396
H -7.111 -6.598 4.947
H -7.414 -5.078 5.815
H -8.356 -5.697 2.964
H -6.989 -4.644 3.373
H -8.493 -3.336 4.528
C -4.013 -0.437 4.173
C -4.066 1.042 4.485
O -2.770 1.608 4.358
H -3.323 -0.949 4.847
H -5.002 -0.892 4.267
H -3.647 -0.599 3.155
H -4.411 1.209 5.506
H -4.747 1.561 3.802
H -2.481 1.460 3.447
C -1.685 4.611 6.181
C -1.025 5.122 4.919
O -0.053 4.187 4.471
H -0.946 4.450 6.969
H -2.438 5.313 6.547
H -2.164 3.647 5.991
H -0.524 6.074 5.102
H -1.766 5.270 4.125
H -0.510 3.354 4.303
C 10.396 -1.054 -0.900
C 9.786 0.310 -0.645
O 8.521 0.418 -1.294
H 10.523 -1.222 -1.972
H 11.369 -1.143 -0.412
H 9.744 -1.845 -0.528
H 10.431 1.098 -1.038
H 9.647 0.480 0.427
H 7.951 -0.273 -0.937
C 12.497 -4.963 1.626
C 11.874 -3.603 1.873
O 10.609 -3.507 1.224
H 12.626 -5.136 0.556
H 13.469 -5.042 2.115
H 11.848 -5.759 2.002
H 12.514 -2.813 1.477
H 11.733 -3.429 2.945
H 10.044 -4.201 1.583
C 17.540 -5.889 3.525
C 16.545 -6.406 2.504
O 15.924 -5.321 1.820
H 17.042 -5.240 4.249
H 18.016 -6.714 4.059
H 18.316 -5.291 3.040
H 15.760 -6.984 2.994
H 17.040 -7.049 1.769
H 16.619 -4.818 1.380
```


(2)
# C42H98N14O14

A 14-piece molecular cluster, C42H98N14O14 overall at a distorted geometry (ωB97M-V/def2-TZVPD, the Open Molecules 2025 dataset).

- HOMO level: -0.3118 Ha
- ΔE to the lowest compared entry with this formula, charge and spin: 2.867 eV

Structure (XYZ):
```
168
C42H98N14O14 (ωB97M-V/def2-TZVPD)
C 8.755 13.745 15.462
C 9.310 14.015 14.070
O 10.522 13.921 13.844
N 8.467 14.438 13.158
C 8.810 14.637 11.777
H 8.797 14.697 15.992
H 9.444 13.075 15.976
H 7.743 13.345 15.398
H 7.485 14.462 13.393
H 9.811 14.985 11.521
H 8.090 15.384 11.444
H 8.638 13.681 11.283
C 16.705 14.222 9.840
C 16.947 13.792 11.237
O 16.004 13.619 12.033
N 18.173 13.789 11.679
C 18.758 13.699 12.983
H 16.225 13.378 9.345
H 17.632 14.408 9.298
H 16.086 15.118 9.789
H 18.888 13.994 10.996
H 18.702 14.685 13.443
H 19.832 13.521 12.918
H 18.404 12.976 13.717
C 21.213 19.992 16.693
C 19.846 19.993 17.371
O 19.697 19.964 18.606
N 18.803 20.070 16.493
C 17.448 20.192 16.934
H 21.757 19.066 16.879
H 21.824 20.725 17.219
H 21.155 20.104 15.610
H 18.970 20.021 15.498
H 17.408 20.416 18.000
H 16.995 19.207 16.826
H 16.852 20.990 16.491
C 13.175 13.588 20.157
C 14.569 14.128 20.175
O 14.860 15.132 20.833
N 15.471 13.462 19.472
C 16.895 13.816 19.502
H 12.552 14.331 20.655
H 12.972 12.719 20.783
H 12.750 13.242 19.215
H 15.160 12.582 19.086
H 17.616 13.003 19.415
H 17.126 14.301 20.450
H 17.113 14.411 18.615
C 21.717 13.871 15.890
C 20.554 14.418 16.655
O 19.610 13.694 16.921
N 20.728 15.709 17.044
C 19.738 16.482 17.787
H 22.175 13.103 16.514
H 22.455 14.597 15.551
H 21.321 13.303 15.048
H 21.517 16.246 16.712
H 19.396 17.301 17.154
H 20.263 16.829 18.677
H 18.900 15.837 18.053
C 15.963 10.451 10.879
C 16.142 10.187 12.376
O 16.642 9.132 12.738
N 15.834 11.208 13.212
C 15.877 11.176 14.667
H 15.430 11.364 10.613
H 15.424 9.620 10.424
H 16.927 10.515 10.375
H 15.763 12.094 12.733
H 14.997 11.704 15.034
H 16.721 11.760 15.034
H 15.900 10.150 15.033
C 18.040 20.437 22.098
C 17.057 19.533 21.436
O 15.892 19.581 21.748
N 17.559 18.708 20.517
C 16.848 17.816 19.698
H 18.007 20.334 23.182
H 17.706 21.463 21.948
H 19.068 20.343 21.749
H 18.555 18.753 20.356
H 17.307 17.748 18.712
H 15.847 18.217 19.537
H 16.775 16.824 20.142
C 12.593 16.591 18.219
C 11.289 17.209 18.694
O 11.229 18.393 18.955
N 10.253 16.446 19.013
C 10.037 15.097 18.468
H 13.388 16.836 18.924
H 12.940 17.039 17.288
H 12.604 15.520 18.017
H 9.432 16.963 19.293
H 10.514 14.939 17.501
H 8.982 14.859 18.327
H 10.427 14.339 19.147
C 11.376 20.622 16.001
C 11.483 19.224 15.317
O 12.557 18.589 15.307
N 10.389 18.658 14.822
C 10.340 17.266 14.467
H 12.318 21.131 15.797
H 11.188 20.464 17.063
H 10.570 21.232 15.592
H 9.643 19.271 14.525
H 9.368 16.975 14.068
H 10.447 16.681 15.381
H 11.183 17.055 13.810
C 14.140 23.427 13.685
C 14.744 22.078 13.409
O 15.093 21.853 12.288
N 14.910 21.223 14.451
C 15.322 19.891 14.332
H 14.768 24.272 13.404
H 13.840 23.429 14.733
H 13.253 23.592 13.073
H 14.715 21.556 15.384
H 14.748 19.375 13.562
H 15.265 19.340 15.270
H 16.371 19.720 14.088
C 11.755 10.852 9.551
C 10.838 11.396 10.597
O 9.630 11.183 10.482
N 11.303 11.933 11.717
C 12.680 12.359 11.937
H 11.416 9.822 9.433
H 12.772 10.735 9.926
H 11.652 11.254 8.543
H 10.584 12.144 12.394
H 13.087 12.823 11.039
H 13.099 11.369 12.116
H 12.787 13.021 12.796
C 12.355 11.618 16.057
C 11.432 11.070 17.157
O 10.733 11.868 17.814
N 11.389 9.727 17.416
C 10.508 9.180 18.482
H 11.753 12.181 15.344
H 12.977 10.872 15.563
H 13.071 12.318 16.487
H 11.971 9.172 16.803
H 10.751 9.532 19.485
H 10.512 8.091 18.435
H 9.495 9.433 18.167
C 10.215 15.463 8.644
C 11.562 15.454 9.279
O 12.406 14.653 8.809
N 11.841 16.294 10.258
C 13.068 16.257 11.051
H 9.932 14.446 8.372
H 10.290 16.048 7.728
H 9.410 15.806 9.294
H 11.094 16.892 10.582
H 13.374 15.232 11.262
H 12.902 16.724 12.022
H 13.922 16.789 10.630
C 15.788 14.345 15.904
C 15.452 15.852 15.894
O 16.102 16.740 16.460
N 14.375 16.235 15.171
C 13.369 15.283 14.724
H 15.901 13.950 14.894
H 15.207 13.845 16.679
H 16.780 14.285 16.351
H 14.059 17.183 15.321
H 13.595 14.225 14.587
H 12.898 15.563 13.781
H 12.579 15.185 15.469
```


Q: What is the HOMO level in the second record?
A: -0.3118 Ha


Q: Which of these has the lowest HOMO level?
A: C42H96FN3O15


Q: Number 2 is which compound?
A: C42H98N14O14


Q: HOMO level of number 1 (C42H96FN3O15)?
A: -0.3229 Ha